DFT (wB97M-V/def2-TZVPD) results for a structure of composition C26H58Br6.

XYZ file:
```
90
Properties=species:S:1:pos:R:3
C -20.4270 8.3441 -56.2022
Br -21.4421 8.9035 -57.8516
Br -20.4795 9.8940 -54.9503
Br -18.5189 7.9409 -56.6856
H -20.9929 7.4464 -55.9531
C -15.4898 9.3548 -47.6966
Br -13.5386 9.0408 -48.1424
Br -16.5183 7.8401 -48.4232
Br -16.1372 11.1643 -48.3652
H -15.5089 9.4425 -46.6103
C -22.3902 15.1389 -48.3041
C -22.1480 13.8918 -47.4433
C -21.7459 12.5398 -48.1109
C -21.9336 11.3717 -47.0871
C -21.5676 10.0473 -47.7347
C -20.0823 9.7155 -47.8959
H -23.0946 15.0011 -49.1244
H -21.4316 15.3988 -48.7530
H -22.7875 16.0659 -47.8907
H -21.3624 14.1389 -46.7293
H -23.0334 13.8195 -46.8116
H -20.7111 12.6461 -48.4365
H -22.3471 12.4108 -49.0109
H -21.1779 11.6046 -46.3370
H -22.9238 11.6031 -46.6945
H -21.9467 9.4503 -46.9053
H -22.2174 9.7939 -48.5724
H -19.7966 10.2902 -48.7769
H -19.5213 9.9471 -46.9905
H -20.0017 8.6494 -48.1084
C -15.8012 2.4762 -41.7061
C -15.1468 2.2077 -43.0542
C -16.1107 2.4080 -44.2289
C -15.6015 1.9473 -45.5933
C -16.6019 1.8915 -46.7518
C -15.9781 1.3704 -48.0188
H -15.0139 2.3574 -40.9617
H -16.6459 1.8346 -41.4551
H -16.0890 3.5255 -41.7710
H -14.3158 2.9075 -43.1431
H -14.6928 1.2171 -43.0260
H -16.4496 3.4404 -44.3147
H -17.0094 1.8033 -44.1076
H -14.7295 2.5572 -45.8292
H -15.2260 0.9265 -45.6641
H -17.4440 1.2065 -46.6531
H -17.0287 2.8934 -46.7985
H -15.2154 2.0196 -48.4489
H -15.3194 0.5163 -47.8614
H -16.8132 1.0283 -48.6301
C -17.8521 6.6121 -53.2675
C -17.7445 7.1826 -51.9085
C -18.8917 6.8765 -50.9812
C -18.8409 5.5137 -50.2677
C -19.8397 5.4265 -49.1606
C -20.2589 3.9888 -48.8829
H -18.2947 5.6264 -53.1237
H -16.9036 6.5849 -53.8039
H -18.5638 7.1721 -53.8741
H -16.9084 6.7137 -51.3896
H -17.4494 8.2312 -51.9462
H -19.8949 7.0418 -51.3740
H -18.8699 7.5526 -50.1264
H -18.7897 4.6817 -50.9699
H -17.8066 5.5119 -49.9238
H -19.4385 5.8694 -48.2490
H -20.7376 6.0087 -49.3679
H -20.3057 3.3680 -49.7777
H -19.5937 3.4126 -48.2398
H -21.2353 4.0046 -48.3985
C -15.3538 3.1162 -52.1215
C -16.4241 2.7981 -53.2169
C -15.8018 2.2283 -54.4758
C -16.7238 2.4434 -55.7123
C -16.2978 1.7951 -57.0981
C -16.1698 0.2586 -56.9257
H -15.7413 3.5570 -51.2030
H -14.6950 3.8898 -52.5161
H -14.9075 2.1939 -51.7498
H -17.1893 2.1475 -52.7937
H -16.9426 3.7050 -53.5282
H -15.5373 1.1719 -54.4300
H -14.9393 2.8511 -54.7135
H -17.7393 2.1368 -55.4616
H -16.9361 3.4767 -55.9867
H -16.9492 1.9796 -57.9523
H -15.2916 2.0734 -57.4114
H -16.0749 -0.1838 -57.9174
H -15.2209 -0.0034 -56.4576
H -17.0397 -0.1915 -56.4474
```

The energy above the lowest of the compared OMol25 structures with the same formula, charge and spin comes out at 39.5 kcal per mole. Its LUMO energy is -0.6 eV. The HOMO energy is -10.26 eV. For the molar mass, the calculation gives 850.17 g/mol. For the gap between HOMO and LUMO, the calculation gives 9.62 eV.